Record 1
Below is 2 unconnected molecules or ions with the total composition C3H8FN2 at a distorted geometry, with properties calculated with ωB97M-V/def2-TZVPD.

Structure (ORCA input):
```
! RIJCOSX wB97M-V def2-TZVPD def2/J DEFGRID3
* xyz 1 1
C -0.32738 -0.62298 -0.02737
C -2.30970 0.87385 0.06691
C 3.76356 0.27802 0.20083
N -0.93628 0.48570 0.11896
N -0.74567 -1.75926 -0.45312
F 3.31048 0.88504 -0.87414
H -2.90310 0.06527 -0.32694
H -2.72329 1.14442 1.17025
H -2.40393 1.79108 -0.42453
H 2.96061 -0.50462 0.48072
H 4.75899 0.57686 0.65208
H -0.41736 1.14410 0.53576
H -0.25953 -2.58062 -0.38378
H -1.76740 -1.77686 -0.73564
*
```

Values from the calculation:
Strongest force on any atom = 4.5 eV/A
Energy relative to the best compared isomer or geometry (same formula, charge and spin) = 6.034 eV
HOMO (alpha / beta) = -15.67 / -11.16 eV

---

Record 2
Below is a molecular structure, C34H65N11Si2Sr at a distorted geometry, with properties calculated with ωB97M-V/def2-TZVPD.

Structure (ORCA input):
```
! RIJCOSX wB97M-V def2-TZVPD def2/J DEFGRID3
* xyz 0 1
Sr -0.89332 -0.92239 -0.64845
C -3.83670 -1.60448 -1.10536
C -3.63148 -1.78421 0.49889
N -2.35498 -1.56707 1.22608
C -2.08863 -0.14078 1.60140
C -2.49418 0.74461 0.39848
N -1.45030 1.39500 -0.38241
C -1.73777 1.39812 -1.83861
C -2.86770 0.42444 -2.36007
N -2.84984 -1.04208 -2.06824
H -4.76238 -1.02183 -1.16862
H -4.06234 -2.60085 -1.47804
H -3.91855 -2.81775 0.68159
H -4.41046 -1.15429 0.94292
H -2.36052 -2.12750 2.06669
H -1.02544 0.01821 1.83822
H -2.66044 0.15877 2.48186
H -3.34764 1.37959 0.65399
H -2.87309 0.02292 -0.29474
H -1.16787 2.26099 0.06092
H -0.79756 1.19857 -2.37119
H -2.09450 2.37437 -2.17901
H -2.80465 0.53464 -3.44267
H -3.83578 0.83847 -2.05795
H -2.89972 -1.56495 -2.92882
C 1.52577 -2.44455 1.50640
N 2.57243 -1.50486 1.23174
C 3.42353 -1.79911 0.07916
C 2.34960 -0.26405 1.72327
N 1.11061 0.05139 1.98256
C 0.74823 0.83551 3.07965
C 1.38875 0.68480 4.31932
C 0.98972 1.36781 5.45388
C -0.11176 2.21358 5.38782
C -0.77354 2.35258 4.17988
C -0.35569 1.70097 3.01305
N -1.11096 1.83726 1.82359
C -1.53976 2.99390 1.46057
N -2.69752 3.07104 0.70809
C -3.81362 2.19404 0.96502
C -2.88717 4.04516 -0.34300
N -0.94341 4.21288 1.70205
C 0.48482 4.31806 1.89500
C -1.71495 5.35443 2.14694
N 3.45329 0.53453 1.91238
C 4.72815 0.00772 2.35059
C 3.35471 1.97308 1.90864
H 1.88706 -3.46152 1.35411
H 0.67868 -2.29384 0.83534
H 1.18555 -2.31839 2.53342
H 2.80797 -1.90145 -0.81653
H 3.96786 -2.72918 0.25852
H 4.13579 -0.99644 -0.08274
H 2.21500 -0.01470 4.38204
H 1.51541 1.21577 6.38805
H -0.46541 2.73691 6.26677
H -1.65806 2.97768 4.12364
H -3.53441 1.47264 1.72923
H -4.11793 1.66065 0.05674
H -4.68289 2.76804 1.30832
H -1.96537 4.59558 -0.50872
H -3.68528 4.75749 -0.10431
H -3.16183 3.53909 -1.27394
H 0.96771 3.51193 1.35081
H 0.77469 4.26484 2.94997
H 0.82491 5.27012 1.48023
H -2.77828 5.13249 2.10765
H -1.51658 6.23407 1.52765
H -1.45569 5.60003 3.18296
H 4.65844 -1.06565 2.50457
H 5.01111 0.48082 3.29732
H 5.51853 0.20843 1.62087
H 2.50838 2.26649 1.29882
H 4.25954 2.38899 1.45916
H 3.23618 2.38865 2.91674
C -1.98388 -5.28972 -2.05209
Si -0.43667 -4.61909 -1.17534
C 0.94771 -5.88569 -1.42965
C -0.91607 -4.68397 0.66650
N -0.01774 -3.02821 -1.59754
C 0.67397 -2.75932 -2.78091
C 0.77570 -3.69656 -3.81961
C 1.54791 -3.50581 -4.96085
C 2.25861 -2.33095 -5.09262
C 2.14270 -1.35739 -4.10470
C 1.33318 -1.49064 -2.96609
N 1.17788 -0.46809 -2.02239
Si 2.02654 0.99506 -2.24267
C 3.91115 0.81447 -2.12003
C 1.56368 2.26828 -0.92207
C 1.65622 1.96860 -3.83405
H -2.22315 -6.30408 -1.71883
H -1.87250 -5.31042 -3.13816
H -2.84994 -4.65850 -1.82049
H 1.06839 -6.52241 -0.54928
H 1.89271 -5.36817 -1.61204
H 0.76660 -6.53890 -2.28564
H -1.84234 -5.24928 0.80613
H -1.05947 -3.68930 1.08737
H -0.14455 -5.18188 1.25833
H 0.23861 -4.63322 -3.71959
H 1.59556 -4.27810 -5.71921
H 2.89476 -2.15467 -5.95180
H 2.71039 -0.44466 -4.23577
H 4.22130 0.86775 -1.07391
H 4.43195 1.61063 -2.65976
H 4.25051 -0.14349 -2.51842
H 1.35319 1.81997 0.04757
H 0.69770 2.86630 -1.22445
H 2.39885 2.96822 -0.81602
H 1.85785 1.42486 -4.75699
H 2.25948 2.88219 -3.84309
H 0.60680 2.28000 -3.86195
*
```

Values from the calculation:
Strongest force on any atom = 15.0 eV/A
Energy relative to the best compared isomer or geometry (same formula, charge and spin) = 13.086 eV
HOMO = -5.07 eV

---

Record 3
Below is a molecular structure, C24H46IrN5O4PS2Si at a distorted geometry, with properties calculated with ωB97M-V/def2-TZVPD.

Structure (ORCA input):
```
! RIJCOSX wB97M-V def2-TZVPD def2/J DEFGRID3
* xyz 1 1
Ir -0.49703 0.84972 -1.55062
C 2.92385 -2.04662 -2.08262
C 2.05473 -0.82784 -2.19179
N 0.76465 -0.82965 -2.49348
N 0.11590 -1.99705 -2.72493
C -1.21703 -2.12869 -2.75312
N -1.71410 -3.33627 -3.09482
S -2.29519 -0.85726 -2.47186
C 2.61924 0.45157 -1.90855
C 4.00093 0.65030 -1.70186
C 4.48148 1.91259 -1.46117
C 3.58607 2.98339 -1.39675
C 2.24037 2.72095 -1.55805
N 1.76563 1.50885 -1.80868
H 2.38735 -2.97754 -2.24388
H 3.36107 -2.09797 -1.08813
H 3.73245 -1.99989 -2.81183
H 0.68114 -2.83713 -2.83230
H -1.14974 -4.16908 -3.06648
H -2.71154 -3.45295 -3.04963
H 4.67674 -0.18562 -1.74790
H 5.53672 2.07760 -1.31669
H 3.92798 3.99151 -1.23595
H 1.51392 3.52234 -1.48611
S -2.05403 2.42765 -0.44996
C -1.03289 3.69063 -0.71884
N -0.33173 4.58491 -0.93088
C 0.77904 2.70487 -4.48474
P -0.72999 2.02515 -3.69404
C -1.40261 1.02123 -5.06956
C -1.87634 3.44975 -3.74400
H 0.53079 3.07029 -5.48175
H 1.53144 1.92209 -4.56341
H 1.18208 3.52303 -3.89376
H -1.41188 1.62417 -5.97770
H -2.41760 0.70804 -4.83211
H -0.78870 0.13762 -5.22802
H -1.97227 3.79897 -4.77003
H -1.51079 4.26246 -3.12082
H -2.85321 3.14104 -3.37445
C -1.27686 -3.82409 0.33689
C -0.37667 -3.31964 1.47061
C 1.03967 -3.07164 0.95283
C -0.36597 -4.32836 2.62304
O -0.94323 -2.13590 1.96883
Si -0.76744 -0.55184 1.70416
O -0.46834 -0.17614 0.18112
O -2.18362 0.11187 2.16357
C -2.89411 -0.00793 3.38245
C -2.82728 -1.41943 3.95632
C -2.28570 0.97564 4.39471
C -4.34830 0.38215 3.09138
O 0.46063 -0.07182 2.68105
C 1.30272 1.05741 2.67854
C 2.34129 0.88646 1.56454
C 0.49911 2.33505 2.42810
C 1.98546 1.10757 4.05200
H -0.86725 -4.72312 -0.11882
H -1.36966 -3.03037 -0.39929
H -2.26701 -4.04476 0.72379
H 1.47576 -3.98462 0.55680
H 1.65793 -2.70671 1.76622
H 1.00793 -2.30828 0.18141
H -0.02921 -5.30063 2.27364
H -1.36590 -4.42481 3.03720
H 0.29426 -3.98203 3.41196
H -1.80026 -1.67151 4.20512
H -3.17538 -2.13541 3.21648
H -3.44375 -1.49199 4.84765
H -1.24080 0.71491 4.54197
H -2.81126 0.91561 5.34336
H -2.35440 1.99026 4.01280
H -4.79702 -0.34140 2.41418
H -4.39208 1.36519 2.63008
H -4.91595 0.40004 4.01713
H 1.80537 0.79043 0.62513
H 2.92463 -0.01547 1.72867
H 3.00816 1.74188 1.51906
H -0.10695 2.19882 1.53724
H 1.15777 3.18562 2.28234
H -0.16175 2.54042 3.26369
H 2.56192 0.20166 4.21785
H 1.23731 1.18443 4.83570
H 2.64933 1.96533 4.10980
*
```

Values from the calculation:
Strongest force on any atom = 3.9 eV/A
HOMO = -11.06 eV